No. 1
DFT (ωB97M-V with the def2-TZVPD basis set) results for a structure of composition C15H45O8Y at a distorted geometry.

Values from the calculation:
* max |F|: 7.00 eV/A
* frontier orbital gap: 3.2 eV
* 2S+1: 1
* HOMO level: -13.7 eV
* energy above the lowest of the compared OMol25 structures with the same formula, charge and spin: 473.3 kJ/mol
* calculated total energy: -33685.86025 eV
* net charge: +2

Each line ends with the Mulliken charge.
Atoms and positions in Å:
1 C 5.69 -10.33 -4.94  0.253
2 H 4.79 -11.26 -10.15  0.252
3 H 12.88 -13.56 -10.90  0.342
4 C 3.00 -14.41 -6.36  -0.512
5 O 6.90 -16.91 -7.87  -0.506
6 H 2.12 -14.08 -4.41  0.349
7 O 7.37 -13.71 -5.85  -0.445
8 H 4.71 -8.66 -3.85  0.379
9 H 4.49 -16.76 -4.71  0.158
10 C 8.49 -18.24 -9.01  -1.074
11 H 6.30 -9.65 -5.54  0.298
12 H 2.75 -9.63 -10.52  0.343
13 H 8.06 -19.06 -8.43  0.320
14 C 11.23 -13.80 -9.91  -0.011
15 H 3.66 -15.28 -6.28  0.012
16 H 6.07 -9.42 -2.90  0.321
17 C 3.82 -11.39 -9.67  0.138
18 H 9.73 -8.89 -7.33  0.168
19 H 9.57 -18.28 -8.91  0.315
20 O 5.78 -15.26 -3.88  -0.211
21 C 7.41 -13.20 -7.15  -0.087
22 H 3.74 -15.48 -2.54  0.282
23 H 2.88 -11.04 -11.54  0.365
24 C 4.27 -16.42 -2.64  -1.083
25 H 6.51 -12.61 -7.33  -0.067
26 H 10.34 -10.95 -8.50  0.053
27 H 11.45 -9.96 -9.50  0.331
28 H 4.65 -12.91 -5.03  0.150
29 H 10.05 -12.76 -11.48  0.330
30 O 6.36 -11.41 -4.47  -0.485
31 O 3.79 -10.69 -8.38  -0.493
32 H 3.60 -17.28 -2.55  0.390
33 H 4.90 -16.52 -1.76  0.295
34 H 6.10 -17.12 -8.35  0.269
35 H 3.57 -12.45 -9.61  0.239
36 H 11.37 -7.16 -7.68  0.303
37 O 12.24 -14.26 -10.80  -0.532
38 Y 8.13 -14.76 -3.82  1.852
39 H 7.83 -16.24 -9.61  0.318
40 H 8.23 -12.57 -7.48  0.296
41 H 3.35 -13.74 -7.15  0.037
42 H 5.95 -17.17 -3.72  0.349
43 C 9.93 -13.47 -10.66  -0.821
44 H 9.58 -14.29 -11.28  0.346
45 H 2.34 -12.62 -5.26  0.359
46 C 5.29 -9.55 -3.65  -1.385
47 C 5.11 -16.48 -3.86  -0.094
48 H 7.52 -14.04 -7.83  0.084
49 C 10.52 -9.96 -8.94  -0.710
50 H 6.75 -11.93 -5.18  0.192
51 H 11.04 -14.48 -9.09  0.108
52 H 1.83 -11.09 -10.14  0.316
53 H 9.19 -13.14 -9.93  0.097
54 H 5.12 -14.59 -4.12  0.480
55 H 11.50 -9.08 -7.08  0.355
56 O 4.03 -13.38 -4.46  -0.596
57 C 10.70 -8.98 -7.81  -0.306
58 H 4.63 -10.22 -3.11  0.321
59 H 11.56 -12.84 -9.52  0.150
60 H 8.71 -16.18 -8.18  -0.011
61 H 9.67 -9.69 -9.56  0.313
62 H 4.83 -10.65 -5.54  0.077
63 H 8.19 -18.38 -10.05  0.321
64 C 2.79 -10.72 -10.50  -1.370
65 C 8.04 -16.84 -8.72  0.063
66 O 11.02 -7.71 -8.38  -0.515
67 C 2.78 -13.61 -5.14  -0.355
68 H 2.07 -14.90 -6.64  0.405
69 H 4.30 -11.26 -7.80  0.174

No. 2
DFT (ωB97M-V with the def2-TZVPD basis set) results for a cluster of 21 separate species, C15H48IN3O23S in total at a distorted geometry.

Values from the calculation:
* max |F|: 5.73 eV/A
* frontier orbital gap: 7.7 eV
* 2S+1: 1
* HOMO level: -9.1 eV
* calculated total energy: -86828.91074 eV

Each line ends with the Mulliken charge.
Atoms and positions in Å:
1 O 0.35 3.30 1.00  -0.600
2 H 4.37 -2.34 -5.00  0.282
3 H 5.23 -1.94 1.30  0.415
4 O 2.44 -3.13 2.28  -0.739
5 H 2.17 -0.35 0.90  -0.020
6 H -1.70 5.97 0.87  0.400
7 H -2.07 5.11 2.22  0.340
8 S -2.80 -0.78 0.39  -0.175
9 O -8.09 4.39 0.39  -0.656
10 O 0.66 3.18 -2.81  -0.553
11 O -0.99 -6.66 0.92  -0.658
12 C 3.61 0.88 -2.03  -0.381
13 H -3.16 2.49 2.96  0.285
14 N -4.04 2.11 0.29  -0.294
15 H -7.46 2.62 -2.09  0.278
16 O -5.50 3.79 0.32  -0.739
17 C 2.86 0.14 0.18  0.065
18 C 0.93 -2.56 -1.31  -0.017
19 H 1.18 -0.54 -4.27  0.307
20 O 1.51 -1.40 -4.68  -0.665
21 C 0.77 -1.20 -1.34  -0.924
22 C -1.38 -1.64 -0.19  1.012
23 H 1.52 -1.53 2.61  0.437
24 H -1.65 -6.68 0.16  0.298
25 H 1.50 3.46 -3.30  0.311
26 H -1.88 -3.72 0.03  0.315
27 H -1.02 -1.21 2.98  0.410
28 H -6.96 0.82 0.41  0.298
29 H 1.08 3.74 0.47  0.307
30 I 6.75 2.34 0.91  -0.053
31 C -1.10 -3.01 -0.30  -0.753
32 H -2.29 -0.19 3.09  0.412
33 O 1.68 -0.33 -1.91  0.202
34 H -4.27 -3.03 2.00  0.304
35 H 3.15 -1.47 -4.33  0.403
36 H 0.04 -5.18 -1.97  0.462
37 H -5.40 1.05 -0.03  0.531
38 H -6.32 3.58 -2.77  0.320
39 O -2.00 -1.15 3.20  -0.718
40 C 2.71 0.18 -1.18  0.306
41 H -1.30 3.52 -0.17  0.193
42 H -1.79 1.62 3.21  0.320
43 O -3.44 -3.35 2.48  -0.648
44 H 6.62 -2.50 1.96  0.303
45 H -1.49 -6.40 1.76  0.338
46 O 6.19 -1.71 1.50  -0.651
47 H 3.43 0.92 -3.13  0.329
48 H 1.92 -5.09 -0.56  0.282
49 H -0.36 1.42 -1.06  0.482
50 O -2.77 1.56 2.98  -0.743
51 H 0.07 3.92 1.75  0.290
52 H 4.47 -2.82 -0.62  0.298
53 O -6.18 0.41 -0.07  -0.696
54 O 1.13 -0.93 3.32  -0.675
55 O -1.42 5.78 1.83  -0.652
56 H 0.84 -5.61 0.56  0.357
57 H -1.63 6.02 -1.72  0.307
58 C -0.47 -0.75 -0.75  -0.031
59 C -2.13 0.78 -0.20  0.818
60 H 4.59 -4.02 0.49  0.288
61 H 5.73 0.81 4.11  0.306
62 H 6.23 -0.41 3.13  0.332
63 O -1.88 6.66 -0.98  -0.589
64 O 6.00 -0.17 4.08  -0.647
65 C -0.91 0.58 -0.76  -1.296
66 N 0.00 -3.47 -0.88  -0.122
67 O 4.11 -1.76 -4.21  -0.646
68 H 1.45 -1.26 4.22  0.281
69 O -6.50 2.65 -2.42  -0.592
70 H 1.89 -2.91 -1.65  0.784
71 H 0.08 4.00 -2.69  0.238
72 H 4.23 0.70 1.76  0.545
73 O 1.78 -5.75 0.20  -0.610
74 H 2.69 -3.44 1.35  0.430
75 H 3.30 -2.92 2.78  0.291
76 H -2.94 -2.53 2.82  0.389
77 C 4.73 1.57 -1.49  -0.727
78 H 5.39 2.05 -2.10  0.633
79 H -1.61 7.59 -1.26  0.271
80 C 4.93 1.40 -0.12  -0.499
81 N -2.29 3.32 -0.36  0.341
82 H 1.13 -1.48 -5.62  0.274
83 O 4.09 -3.18 0.25  -0.614
84 H -0.74 -6.30 -2.88  0.304
85 H -8.33 3.56 -0.13  0.247
86 C -2.81 2.05 -0.14  0.009
87 O -3.19 4.27 0.07  -0.207
88 O 0.16 -6.03 -2.50  -0.660
89 H -7.10 4.34 0.61  0.581
90 C 4.00 0.73 0.71  -0.429
91 C -4.32 3.46 0.18  0.119

No. 3
DFT (ωB97M-V with the def2-TZVPD basis set) results for a cluster of 9 separate species, C15H48N10O11 in total at a distorted geometry.

Values from the calculation:
* max |F|: 4.77 eV/A
* frontier orbital gap: 9.9 eV
* 2S+1: 1
* HOMO level: -9.5 eV
* energy above the lowest of the compared OMol25 structures with the same formula, charge and spin: 0.0 kJ/mol
* calculated total energy: -53761.70095 eV
* SMILES: NC(N)=O.NC(N)=O.NC(N)=O.NC(N)=O.NC(N)=O.CC(C)O.CC(C)O.OCCO.OCCO

Each line ends with the Mulliken charge.
Atoms and positions in Å:
1 C 3.33 0.46 -2.74  -0.740
2 H 3.59 -2.05 -0.68  0.224
3 H 0.37 -0.90 6.18  0.352
4 N -2.65 -0.22 3.75  -0.368
5 H -0.77 1.76 -0.63  0.166
6 H 5.01 -2.70 0.12  0.232
7 O 0.00 3.64 -2.09  -0.456
8 C -0.23 -0.08 0.04  -0.081
9 N -3.03 4.04 -1.93  -0.468
10 N -0.12 -3.62 0.74  -0.181
11 H 1.47 -1.39 -1.69  0.098
12 H -2.47 -0.67 -6.11  0.340
13 H 0.68 -0.11 3.60  0.179
14 H 3.34 1.33 -3.41  0.350
15 H -1.43 -0.86 1.46  -0.084
16 C -1.01 -3.87 1.72  0.491
17 O 5.03 -1.26 2.01  -0.710
18 H -2.11 4.00 -2.46  0.286
19 N -4.07 3.20 0.03  -0.364
20 H 0.56 1.23 -1.46  -0.114
21 H -0.57 3.90 -1.34  0.311
22 H 1.05 5.42 -1.97  0.367
23 O -1.50 -2.87 2.36  -0.675
24 C 1.25 4.32 -2.04  -0.520
25 C 1.17 -0.93 4.14  -0.937
26 O 1.48 4.86 -4.43  -0.564
27 H -4.87 3.52 -0.46  0.261
28 O 2.20 -1.62 -2.27  -0.667
29 H 4.37 0.13 -2.65  0.355
30 O -0.91 -1.80 4.98  -0.659
31 H 3.17 0.35 1.90  0.215
32 H 1.10 -3.54 4.79  0.308
33 H 0.52 4.86 -4.28  0.343
34 H 0.01 -2.67 0.46  -0.062
35 H 3.29 0.47 -0.75  0.320
36 C -2.67 -1.14 -5.12  -1.403
37 H -1.90 -0.47 4.36  0.254
38 H -2.94 -0.86 3.04  0.249
39 N -0.15 1.01 -0.78  0.189
40 H -1.81 0.72 1.07  0.108
41 H -1.52 1.62 5.01  0.247
42 O -2.95 1.50 2.18  -0.803
43 C 2.37 -0.62 -3.28  0.153
44 N -1.13 -0.02 1.01  0.131
45 O 2.99 1.03 -1.49  -0.468
46 H -2.56 -1.48 -2.47  0.360
47 H 1.85 3.98 -1.16  0.273
48 H -0.03 -4.38 0.08  0.235
49 O 0.45 -1.12 -0.23  0.411
50 C -2.59 1.12 3.32  0.534
51 H -1.00 -5.97 1.83  0.207
52 H -2.01 2.94 3.98  0.278
53 N -2.17 1.94 4.25  -0.400
54 H -0.48 -1.65 -4.66  0.199
55 H -1.02 -2.45 4.26  0.275
56 H -3.14 -2.12 -5.32  0.369
57 C -1.38 -1.15 -4.23  0.814
58 C 4.17 -1.23 1.14  0.499
59 H 0.32 -3.49 6.31  0.379
60 H -1.21 0.45 -3.08  0.205
61 H -1.88 -5.06 2.98  0.272
62 H 3.07 4.50 -3.14  0.345
63 H 1.24 -1.68 3.35  0.130
64 N 4.15 -2.15 0.15  -0.283
65 H -3.51 -0.51 -4.67  0.280
66 H -4.16 3.45 1.03  0.239
67 C 2.04 4.14 -3.34  -0.230
68 H 1.98 -2.71 6.09  0.424
69 C 1.00 -2.92 5.67  -1.457
70 O -1.07 0.19 -3.99  -0.465
71 N -1.42 -5.08 2.08  -0.452
72 H 2.23 3.08 -3.56  0.057
73 C 0.44 -1.57 5.33  0.404
74 H 2.83 -1.11 -4.13  0.487
75 H -1.88 -2.87 -3.13  0.537
76 H 2.13 -0.61 4.50  0.508
77 O -1.84 3.68 -0.07  -0.725
78 C -1.62 -1.85 -2.94  -1.366
79 N 3.21 -0.26 1.09  -0.249
80 C -2.90 3.65 -0.61  0.490
81 H 1.41 -0.12 -3.61  -0.100
82 H -0.78 -1.88 -2.28  0.141
83 H -3.73 3.79 -2.60  0.272
84 H 2.32 -0.58 0.88  -0.101